{
  "formula": "C21H26N",
  "method": "ωB97M-V with the def2-TZVPD basis set",
  "symbols": ["C", "C", "C", "C", "C", "C", "C", "C", "N", "C", "C", "C", "C", "C", "C", "C", "C", "C", "C", "C", "C", "C", "H", "H", "H", "H", "H", "H", "H", "H", "H", "H", "H", "H", "H", "H", "H", "H", "H", "H", "H", "H", "H", "H", "H", "H", "H", "H"],
  "positions_angstrom": [[7.653, 2.323, 1.315], [6.451, 1.780, 0.552], [6.630, 0.302, 0.208], [5.518, -0.261, -0.677], [4.165, -0.331, 0.030], [3.109, -1.000, -0.848], [1.753, -1.057, -0.147], [0.708, -1.751, -1.029], [-0.593, -1.783, -0.379], [-0.917, -2.888, 0.292], [-2.108, -3.001, 0.978], [-2.993, -1.941, 0.965], [-2.680, -0.766, 0.274], [-3.573, 0.366, 0.235], [-4.830, 0.373, 0.859], [-5.646, 1.479, 0.795], [-5.244, 2.625, 0.107], [-4.021, 2.650, -0.515], [-3.171, 1.533, -0.465], [-1.910, 1.554, -1.110], [-1.067, 0.487, -1.087], [-1.425, -0.700, -0.404], [7.510, 3.373, 1.558], [8.557, 2.229, 0.719], [7.796, 1.773, 2.242], [6.320, 2.351, -0.370], [5.554, 1.915, 1.160], [7.580, 0.182, -0.317], [6.689, -0.279, 1.131], [5.799, -1.268, -0.993], [5.425, 0.353, -1.575], [4.274, -0.894, 0.960], [3.832, 0.676, 0.286], [3.435, -2.012, -1.095], [3.015, -0.445, -1.783], [1.426, -0.045, 0.097], [1.851, -1.608, 0.791], [0.627, -1.253, -1.996], [1.024, -2.779, -1.216], [-0.206, -3.700, 0.275], [-2.335, -3.911, 1.509], [-3.925, -2.031, 1.497], [-5.182, -0.491, 1.398], [-6.609, 1.460, 1.281], [-5.895, 3.484, 0.067], [-3.695, 3.528, -1.052], [-1.621, 2.452, -1.635], [-0.121, 0.567, -1.593]],
  "forces_ev_per_angstrom": [[-0.233, 0.040, -0.091], [0.227, -0.201, 0.109], [-0.205, 0.188, -0.257], [0.040, -0.016, 0.375], [0.101, -0.103, -0.440], [-0.107, 0.147, 0.391], [0.032, -0.112, -0.362], [1.044, 0.257, -0.111], [-0.509, -0.205, 0.183], [-0.273, -0.234, 0.221], [-0.079, 0.186, -0.036], [0.331, -0.034, -0.154], [0.464, -0.303, -0.091], [-0.050, 0.546, -0.208], [-0.067, 0.061, 0.007], [0.095, -0.193, 0.038], [0.176, 0.058, -0.110], [-0.106, -0.044, 0.072], [-0.361, -0.285, 0.301], [0.354, -0.446, 0.008], [0.065, 0.462, -0.245], [-0.809, 0.186, 0.321], [0.074, 0.095, 0.070], [0.127, 0.004, -0.025], [0.065, -0.030, 0.114], [-0.098, 0.027, -0.038], [-0.083, 0.055, -0.050], [0.078, -0.037, 0.063], [0.081, -0.066, 0.047], [-0.025, -0.029, -0.098], [0.005, -0.016, -0.105], [-0.019, 0.011, 0.112], [-0.047, 0.041, 0.101], [0.024, -0.060, -0.093], [0.002, -0.017, -0.111], [-0.050, 0.009, 0.060], [-0.062, 0.003, 0.064], [-0.094, -0.119, 0.071], [-0.172, 0.076, -0.020], [0.097, 0.050, -0.082], [0.028, -0.088, 0.021], [-0.090, -0.001, 0.045], [-0.047, -0.077, 0.058], [-0.079, -0.025, 0.049], [-0.046, 0.087, -0.016], [0.029, 0.101, -0.058], [0.073, 0.068, -0.067], [0.100, -0.014, -0.034]],
  "total_charge": 1,
  "relative_energy_ev": 0.0000,
  "e_tot_ev": -23684.260,
  "homo_lumo_gap_ev": 7.77,
  "smiles": "CCCCCCCC[n+]1cccc2c3ccccc3ccc21"
}